1.
The following is a DFT calculation (ωB97M-V/def2-TZVPD) of an isolated molecule of C4H9N3O.

Properties
HOMO ... -9.1619 eV
Relative energy (zero: lowest compared OMol25 entry of this formula, charge and spin) ... 355.2 kJ/mol
Orbital gap ... 0.3641 hartree
2S+1 ... 1
Structure (SMILES) ... O=NN1CCNCC1

Geometry (Å):
O  -3.13  0.26  -0.44
N  1.49  0.23  -0.71
N  -1.14  -0.21  0.15
N  -2.37  -0.63  -0.17
C  0.98  -1.13  -0.47
C  -0.19  -1.22  0.47
C  -0.71  1.19  -0.09
C  0.77  1.21  0.25
H  1.11  2.22  0.10
H  1.80  -1.81  -0.15
H  0.67  -1.51  -1.45
H  -0.88  1.44  -1.14
H  -1.19  2.02  0.49
H  0.96  0.99  1.38
H  2.46  0.22  -0.22
H  -0.73  -2.21  0.44
H  0.11  -1.06  1.54

=====

2.
The following is a DFT calculation (ωB97M-V/def2-TZVPD) of an isolated molecule of C7H14O.

Properties
HOMO ... -8.2946 eV
Relative energy (zero: lowest compared OMol25 entry of this formula, charge and spin) ... 103.0 kJ/mol
Orbital gap ... 0.3391 hartree
2S+1 ... 1
Structure (SMILES) ... CC(C)=C(C)[C@H](C)O

Geometry (Å):
O  -1.30  1.69  -0.03
C  1.21  0.18  -0.03
C  1.71  1.09  1.08
C  -0.36  -1.57  -0.94
C  -1.20  0.38  0.53
C  2.30  -0.15  -1.02
C  -2.58  -0.27  0.45
C  -0.04  -0.34  -0.13
H  2.63  0.68  1.50
H  0.54  -2.11  -1.27
H  -2.60  -1.26  0.92
H  -3.33  0.36  0.96
H  -2.92  -0.36  -0.59
H  1.91  2.09  0.69
H  2.92  0.74  -1.21
H  -0.93  -2.28  -0.34
H  -0.94  -1.32  -1.83
H  2.95  -0.94  -0.64
H  -0.84  0.51  1.59
H  1.00  1.18  1.91
H  -2.03  2.15  0.41
H  1.90  -0.45  -1.99